# C4H5NO

A molecular structure, C4H5NO (wB97M-V/def2-TZVPD, the Open Molecules 2025 dataset).

Output
**Relative energy (zero: lowest compared OMol25 entry of this formula, charge and spin)**: 3.231 eV

Each line ends with the Mulliken charge.
CARTESIAN COORDINATES (ANGSTROEM)
C1 0.4549 0.9135 -0.0062  -0.431
C2 -0.0225 -0.2275 -0.9334  -0.209
C3 -0.1499 -0.1075 0.9744  -0.247
N1 0.5198 -1.2749 -0.0567  -0.532
C4 -1.2667 -0.2607 -0.0086  0.342
O1 -2.4457 -0.3909 -0.0621  -0.546
H1 1.5276 -1.1581 0.0771  0.250
H2 -0.0349 1.8857 -0.0797  0.259
H3 1.5386 1.0287 0.0504  0.235
H4 0.0194 -0.3005 -2.0138  0.459
H5 -0.1406 -0.1078 2.0586  0.420

***

# C12H24O3

3 unconnected molecules or ions with the total composition C12H24O3 (wB97M-V/def2-TZVPD, the Open Molecules 2025 dataset).

Output
**SMILES string**: C1CCOC1.C1CCOC1.C1CCOC1
**Relative energy (zero: lowest compared OMol25 entry of this formula, charge and spin)**: 9.581 eV

Each line ends with the Mulliken charge.
CARTESIAN COORDINATES (ANGSTROEM)
C1 -1.1141 1.4599 -1.0959  0.101
C2 -2.3094 2.3485 -1.2074  -0.763
C3 -3.4549 1.4682 -1.5835  -0.607
O1 -3.1808 0.2105 -0.9013  -0.545
C4 -1.7824 0.0637 -0.8527  -0.194
H1 -0.5658 1.7529 -0.2005  0.188
H2 -0.6049 1.5647 -2.0539  0.106
H3 -2.1306 3.2396 -1.8090  0.421
H4 -2.4876 2.8262 -0.2441  0.272
H5 -3.5333 1.3083 -2.6588  0.268
H6 -4.4608 1.8551 -1.4203  0.402
H7 -1.4861 -0.7682 -1.4917  0.277
H8 -1.4209 -0.2372 0.1306  0.157
C5 1.8118 -0.5776 -0.5342  -0.555
C6 0.4986 -0.0193 -0.9089  0.789
C7 0.4548 0.1270 -2.4190  -0.545
O2 1.8539 0.5350 -2.6158  -0.470
C8 2.6209 -0.3111 -1.7571  -0.783
H9 1.8137 -1.6235 -0.2276  0.332
H10 2.1876 0.0025 0.3086  0.203
H11 0.2377 0.9418 -0.4657  -0.384
H12 -0.2913 -0.6307 -0.4726  0.272
H13 -0.3416 0.7647 -2.8024  0.461
H14 0.2170 -0.8276 -2.8883  0.304
H15 3.6287 0.0431 -1.5401  0.344
H16 2.7994 -1.2566 -2.2692  0.293
C9 0.9719 -1.6615 1.6930  -0.011
C10 0.1158 -0.4493 2.2904  -0.395
C11 0.8260 -0.0070 3.4773  -0.443
O3 1.5639 -1.1999 3.9647  -0.438
C12 1.5180 -2.2937 2.9884  -0.653
H17 1.6825 -1.1806 1.0208  -0.648
H18 0.5007 -2.4746 1.1408  0.629
H19 -0.9161 -0.7331 2.4972  0.411
H20 0.0283 0.4041 1.6180  -0.004
H21 -0.0514 0.2873 4.0531  0.304
H22 1.5158 0.7879 3.1937  0.263
H23 0.8079 -3.0301 3.3645  0.296
H24 2.4770 -2.7093 2.6791  0.343

***

Number 1: F_max 2.2 eV Å⁻¹, frontier orbital gap 10.65 eV. Number 2: F_max 5.2 eV Å⁻¹, frontier orbital gap 10.22 eV.